The following is a DFT calculation (the ωB97M-V functional and the def2-TZVPD basis) of a 2-piece molecular cluster, CH9N2 overall.

Results
* 2S+1: 1
* E_HOMO: -0.5503 hartree
* calculated total energy: -152.7634 Eh
* Kohn-Sham gap: 11.239 eV
* molecular weight: 49.10 u
* total charge: +1

Structure (XYZ):
```
12
Properties=species:S:1:pos:R:3:forces:R:3
N 1.63955 -0.84720 -0.44133 0.2 -0.2 0.0
H 2.43292 -0.19995 -0.41299 -0.1 -0.2 0.0
H 1.53852 -1.22870 -1.37730 0.1 0.0 -0.2
H 0.76341 -0.30657 -0.12573 0.0 0.6 0.5
H 1.80357 -1.61596 0.21210 0.1 0.1 -0.1
C -1.58129 0.30320 0.02237 0.1 -0.5 0.1
N -0.30444 0.79269 0.60910 -0.4 0.2 -0.3
H -2.40446 0.99127 0.12943 -0.2 0.3 0.1
H -1.45085 0.11191 -1.04712 0.0 0.0 0.1
H -1.85769 -0.63755 0.52053 0.1 0.3 -0.2
H -0.42535 0.88558 1.61646 0.1 -0.2 -0.1
H -0.15391 1.75127 0.29447 0.1 -0.2 0.0
```
Positions in Å, forces in eV/Å.

---

The following is a DFT calculation (the ωB97M-V functional and the def2-TZVPD basis) of a 2-piece molecular cluster, C9H16N2Si overall.

Results
* 2S+1: 1
* E_HOMO: -0.2926 hartree
* calculated total energy: -751.3404 Eh
* Kohn-Sham gap: 8.623 eV
* molecular weight: 180.33 u

Structure (XYZ):
```
28
Properties=species:S:1:pos:R:3:forces:R:3
C -2.89667 0.94582 0.15814 0.8 1.3 -0.5
C -2.53895 2.09401 0.19295 0.5 -0.2 0.8
C -2.68905 -1.13591 1.41592 0.3 -2.9 0.3
C -2.38564 -1.60131 -0.01688 -0.8 -0.8 -0.7
C -3.25799 -0.40305 0.23114 -1.2 -1.2 1.3
C 3.01029 -1.25149 -2.11715 0.0 -0.8 -1.3
C 2.89003 1.15529 -0.17917 1.0 -3.6 3.0
C 1.36296 -1.53261 0.62714 -0.3 0.3 -2.1
C -1.95712 3.35738 0.51802 -0.7 -2.8 -0.2
N -0.07520 3.37181 2.03773 -1.2 0.1 -1.1
N -0.94810 3.39361 1.30252 1.9 0.2 1.7
Si 1.92633 -0.37632 -0.84969 0.4 0.6 1.2
H -3.27222 -1.92253 2.03043 0.6 1.8 -1.1
H -1.85148 -0.71666 1.95067 0.0 0.3 0.0
H -1.43624 -1.36857 -0.49078 0.0 -0.2 0.3
H -2.90819 -2.54751 -0.42206 0.9 1.7 0.8
H -4.31113 -0.55320 0.21644 -0.8 -0.2 -0.6
H 3.75907 -0.56984 -2.61509 -1.3 -0.2 0.1
H 3.70965 -2.08221 -1.87824 -0.9 0.2 0.5
H 2.22235 -1.66667 -2.84976 1.6 0.6 0.6
H 2.97301 1.76685 -0.94516 0.1 3.2 -3.9
H 2.36000 1.66270 0.58868 -0.6 0.4 0.8
H 3.96950 1.08787 0.17500 -1.3 -0.6 -0.2
H 1.06219 -1.06998 1.55041 0.0 0.4 0.2
H 0.58269 -2.23245 0.30742 -0.1 0.2 0.0
H 2.21158 -2.16431 0.76078 0.9 -0.4 0.5
H -2.28182 4.13748 -0.03860 -0.3 2.9 -1.1
H 0.77014 0.22182 -1.66079 0.5 -0.4 0.5
```
Positions in Å, forces in eV/Å.

---

The following is a DFT calculation (the ωB97M-V functional and the def2-TZVPD basis) of a 2-piece molecular cluster, C5H13NO overall.

Results
* 2S+1: 1
* SMILES: CN1CCCC1.O
* E_HOMO: -0.3132 hartree
* calculated total energy: -328.2597 Eh
* Kohn-Sham gap: 9.238 eV
* molecular weight: 103.16 u

Structure (XYZ):
```
20
Properties=species:S:1:pos:R:3:forces:R:3
C -0.96912 -1.62865 2.25665 0.5 -0.8 -0.2
N -0.93953 -1.51403 0.79709 0.8 1.1 0.7
C 0.19842 -2.27308 0.25983 0.7 -0.7 -0.1
C 1.11844 -1.36910 -0.57489 -1.4 1.8 0.0
C 0.69227 0.08443 -0.15463 0.9 0.2 -0.7
C -0.71134 -0.07917 0.39093 -0.9 -1.0 -1.2
H -1.00348 -2.68722 2.53549 -0.3 0.1 -0.1
H -1.83147 -1.13334 2.69107 0.0 0.2 0.0
H -0.02374 -1.28441 2.69364 -0.1 0.4 0.2
H 0.77820 -2.72769 1.07006 -0.1 -0.1 0.0
H -0.17750 -3.06950 -0.38524 0.1 -0.2 0.2
H 0.77628 -1.43228 -1.60990 0.4 -0.2 -0.1
H 2.19620 -1.46089 -0.54925 0.1 -0.6 0.3
H 0.71692 0.68442 -1.06733 -0.5 0.0 -0.1
H 1.38889 0.68826 0.43617 0.0 -0.8 0.7
H -1.00942 0.64063 1.14709 0.0 -0.1 0.2
H -1.38691 -0.01707 -0.46784 -0.1 0.7 0.1
O 0.15109 6.55283 -3.26640 0.5 0.6 -0.4
H 0.62938 5.74921 -3.44530 0.3 -0.4 -0.1
H -0.59359 6.27666 -2.75723 -0.8 -0.2 0.6
```
Positions in Å, forces in eV/Å.

---

> Number 2 is which compound?

C9H16N2Si

---

Repeat the first record exactly.
The following is a DFT calculation (the ωB97M-V functional and the def2-TZVPD basis) of a 2-piece molecular cluster, CH9N2 overall.

Results
* 2S+1: 1
* E_HOMO: -0.5503 hartree
* calculated total energy: -152.7634 Eh
* Kohn-Sham gap: 11.239 eV
* molecular weight: 49.10 u
* total charge: +1

Structure (XYZ):
```
12
Properties=species:S:1:pos:R:3:forces:R:3
N 1.63955 -0.84720 -0.44133 0.2 -0.2 0.0
H 2.43292 -0.19995 -0.41299 -0.1 -0.2 0.0
H 1.53852 -1.22870 -1.37730 0.1 0.0 -0.2
H 0.76341 -0.30657 -0.12573 0.0 0.6 0.5
H 1.80357 -1.61596 0.21210 0.1 0.1 -0.1
C -1.58129 0.30320 0.02237 0.1 -0.5 0.1
N -0.30444 0.79269 0.60910 -0.4 0.2 -0.3
H -2.40446 0.99127 0.12943 -0.2 0.3 0.1
H -1.45085 0.11191 -1.04712 0.0 0.0 0.1
H -1.85769 -0.63755 0.52053 0.1 0.3 -0.2
H -0.42535 0.88558 1.61646 0.1 -0.2 -0.1
H -0.15391 1.75127 0.29447 0.1 -0.2 0.0
```
Positions in Å, forces in eV/Å.

---

> Look up the E_HOMO of the first one.

-0.5503 hartree

---

What did the first record say?
The following is a DFT calculation (the ωB97M-V functional and the def2-TZVPD basis) of a 2-piece molecular cluster, CH9N2 overall.

Results
* 2S+1: 1
* E_HOMO: -0.5503 hartree
* calculated total energy: -152.7634 Eh
* Kohn-Sham gap: 11.239 eV
* molecular weight: 49.10 u
* total charge: +1

Structure (XYZ):
```
12
Properties=species:S:1:pos:R:3:forces:R:3
N 1.63955 -0.84720 -0.44133 0.2 -0.2 0.0
H 2.43292 -0.19995 -0.41299 -0.1 -0.2 0.0
H 1.53852 -1.22870 -1.37730 0.1 0.0 -0.2
H 0.76341 -0.30657 -0.12573 0.0 0.6 0.5
H 1.80357 -1.61596 0.21210 0.1 0.1 -0.1
C -1.58129 0.30320 0.02237 0.1 -0.5 0.1
N -0.30444 0.79269 0.60910 -0.4 0.2 -0.3
H -2.40446 0.99127 0.12943 -0.2 0.3 0.1
H -1.45085 0.11191 -1.04712 0.0 0.0 0.1
H -1.85769 -0.63755 0.52053 0.1 0.3 -0.2
H -0.42535 0.88558 1.61646 0.1 -0.2 -0.1
H -0.15391 1.75127 0.29447 0.1 -0.2 0.0
```
Positions in Å, forces in eV/Å.